(1)
Molecular formula: C40H38BF11N2O3S
Method: DFT, the ωB97M-V functional and the def2-TZVPD basis

Positions of all 96 atoms, in Å:
C (-4.5513, 2.8518, 0.8837)
C (-3.7065, 1.6966, 0.4546)
C (-2.9612, 1.6829, -0.7342)
C (-2.1428, 0.5276, -0.8789)
C (-2.2145, -0.5163, 0.0891)
C (-1.4349, -1.7687, 0.7236)
C (-0.0390, -2.2630, 0.6470)
C (1.1578, -1.7527, 0.2123)
N (2.3972, -2.3734, 0.1703)
C (3.5023, -1.7446, -0.5759)
C (3.1557, -1.5236, -2.0391)
C (4.3560, -1.1754, -2.8641)
C (4.8645, -2.0419, -3.8289)
F (4.2592, -3.2434, -4.0278)
C (6.0253, -1.7469, -4.5495)
F (6.5247, -2.6306, -5.4339)
C (6.6876, -0.5415, -4.3142)
F (7.8103, -0.2446, -5.0018)
C (6.1665, 0.3701, -3.4001)
F (6.8007, 1.5373, -3.1682)
C (5.0066, 0.0451, -2.6940)
F (4.5270, 0.9262, -1.7774)
C (4.6794, -2.7061, -0.3712)
O (5.8153, -2.5696, -0.8007)
N (4.2347, -3.7279, 0.4069)
C (5.0977, -4.8543, 0.6492)
C (2.7952, -3.7347, 0.6571)
C (2.1406, -4.8274, -0.1828)
C (2.5794, -3.9464, 2.1539)
C (-2.4498, -2.7930, 1.1276)
C (-3.6812, -2.4520, 0.5897)
C (-4.8158, -2.9520, 1.1801)
C (-4.7233, -4.0277, 2.0874)
C (-3.4674, -4.5128, 2.4752)
C (-2.3041, -3.8852, 2.0026)
S (-3.3240, 0.3532, 1.4507)
H (-5.0121, 3.3408, 0.0120)
H (-5.3389, 2.6304, 1.6164)
H (-3.8650, 3.5799, 1.3408)
H (-2.8522, 2.6241, -1.3052)
H (-1.5445, 0.3151, -1.7718)
H (-1.5650, -0.6480, 1.4055)
H (0.0291, -3.3161, 0.9353)
H (1.1829, -0.7529, -0.2336)
H (3.7536, -0.7786, -0.1086)
H (2.7076, -2.4502, -2.4273)
H (2.4126, -0.7091, -2.0780)
H (6.1325, -4.5344, 0.7280)
H (4.8263, -5.3295, 1.5821)
H (5.0534, -5.6190, -0.1302)
H (2.5270, -4.7813, -1.2077)
H (2.3760, -5.8147, 0.2282)
H (1.0578, -4.7003, -0.2120)
H (3.3132, -3.3509, 2.7091)
H (1.5824, -3.6268, 2.4551)
H (2.7215, -5.0041, 2.4121)
H (-3.5980, -1.6763, -0.1712)
H (-5.7809, -2.5048, 0.9674)
H (-5.6289, -4.4920, 2.5034)
H (-3.3646, -5.3166, 3.2131)
H (-1.3010, -4.2067, 2.3235)
C (-2.9235, -2.1099, 6.4226)
C (-2.9568, -0.9915, 5.3937)
C (-4.3413, -1.0844, 4.7644)
C (-2.7195, 0.3807, 6.1068)
O (-1.8964, 1.2977, 5.3403)
B (-0.7560, 0.8079, 4.7465)
C (0.2464, 1.7642, 4.0695)
C (0.4341, 3.0071, 4.6757)
C (1.2606, 3.9353, 4.0685)
C (1.5205, 5.2258, 4.7968)
F (1.9859, 6.2123, 3.9771)
F (0.3925, 5.6994, 5.4163)
F (2.4688, 5.0570, 5.7756)
C (1.8444, 3.7083, 2.8308)
C (1.5554, 2.5095, 2.1916)
C (2.1307, 2.2943, 0.8226)
F (2.5775, 0.9924, 0.6571)
F (1.2250, 2.5294, -0.1897)
F (3.2068, 3.0925, 0.5599)
C (0.7608, 1.5373, 2.7904)
O (-0.6268, -0.5674, 4.5673)
C (-1.8873, -1.2080, 4.2877)
H (-3.1552, -3.0814, 5.9608)
H (-1.9466, -2.1632, 6.9106)
H (-3.6850, -1.8931, 7.1831)
H (-4.4761, -2.0605, 4.2693)
H (-5.1048, -0.9667, 5.5461)
H (-4.4966, -0.3019, 4.0161)
H (-2.2069, 0.2128, 7.0776)
H (-3.6850, 0.8903, 6.2692)
H (0.0019, 3.2054, 5.6508)
H (2.4801, 4.4583, 2.3681)
H (0.6092, 0.5846, 2.2895)
H (-1.6643, -2.2695, 4.1267)
H (-2.3067, -0.8934, 3.3053)

Results
HOMO level = -7.0 eV
Gap between HOMO and LUMO = 7.24 eV

(2)
Molecular formula: C50H48BN12O2SSbTi
Method: DFT, the ωB97M-V functional and the def2-TZVPD basis

Positions of all 116 atoms, in Å:
Ti (1.3737, 2.6109, -0.1151)
C (-1.3458, -0.3756, -1.7297)
C (-1.1253, 0.8531, -1.1210)
N (0.1679, 0.9638, -0.6936)
N (0.7513, -0.2375, -1.0021)
C (-0.0974, -1.0286, -1.6416)
B (2.2782, -0.4798, -0.5355)
N (3.1300, 0.4452, -1.3883)
C (4.2036, 0.2739, -2.1983)
C (4.6160, 1.4861, -2.7562)
C (3.6562, 2.3873, -2.3572)
N (2.8271, 1.7876, -1.4128)
N (2.4639, 0.0180, 0.8632)
C (2.7785, -0.7913, 1.9246)
C (2.6149, 0.0103, 3.0676)
C (2.1341, 1.2597, 2.6298)
N (2.1127, 1.2299, 1.3136)
N (2.5297, -1.9693, -0.6626)
C (1.7605, -2.8952, -0.0590)
C (2.3648, -4.1534, -0.2225)
C (3.6609, -3.7921, -0.8261)
N (3.6667, -2.5167, -1.1633)
H (-2.2473, -0.7316, -2.1783)
H (-1.7898, 1.6491, -0.8771)
H (0.2488, -1.9512, -2.0564)
H (4.6092, -0.6947, -2.2454)
H (5.2760, 1.5515, -3.5521)
H (3.5435, 3.5272, -2.5485)
H (3.1284, -1.8114, 1.8691)
H (2.8430, -0.1735, 4.1321)
H (1.9168, 2.1846, 3.1789)
H (0.9011, -2.6030, 0.5233)
H (2.1322, -5.1420, 0.0953)
H (4.5044, -4.4814, -1.1201)
C (7.8630, 6.9072, 1.9628)
C (6.4876, 6.4361, 1.6948)
C (5.3909, 7.1503, 2.1625)
C (4.1178, 6.7133, 1.9077)
C (3.8981, 5.5577, 1.1954)
C (5.0079, 4.7866, 0.7693)
C (6.2671, 5.2594, 1.0848)
S (2.3138, 5.0359, 0.8311)
O (1.3846, 6.0675, 1.0636)
O (1.9769, 3.7131, 1.5284)
N (2.2023, 4.3954, -0.6723)
C (1.2483, 4.8497, -1.6510)
C (0.8111, 6.0838, -2.1225)
C (-0.2545, 5.9977, -3.0469)
C (-0.7140, 4.7476, -3.5180)
C (-0.2382, 3.5931, -2.9037)
N (0.6694, 3.6625, -1.9180)
H (8.3595, 6.7909, 1.0130)
H (8.3922, 6.1484, 2.5277)
H (7.9064, 7.9265, 2.3394)
H (5.5047, 7.9803, 2.7836)
H (3.2474, 7.3112, 2.1384)
H (4.9533, 3.8468, 0.2143)
H (7.0764, 4.6525, 0.7509)
H (1.3121, 7.0162, -1.8567)
H (-0.6466, 6.8983, -3.4135)
H (-1.4288, 4.6389, -4.3306)
H (-0.7959, 2.6966, -3.1572)
N (-4.1045, 2.3784, -2.2006)
C (-3.8365, 1.3358, -3.1231)
C (-4.5368, 0.1631, -2.9530)
C (-4.2031, -0.9752, -3.7078)
C (-3.2167, -0.8848, -4.6251)
C (-2.5735, 0.3582, -4.8650)
C (-2.9152, 1.4595, -4.1754)
H (-5.0000, 2.3003, -1.7440)
H (-3.9593, 3.3202, -2.6252)
H (-5.3073, 0.1237, -2.1517)
H (-4.7583, -1.9342, -3.6247)
H (-2.7951, -1.6976, -5.1847)
H (-1.9278, 0.3915, -5.6951)
H (-2.5524, 2.4700, -4.3429)
C (0.2940, -7.5536, 4.3364)
C (-0.9647, -7.0343, 4.7639)
C (-1.6165, -6.1924, 3.8809)
C (-1.2523, -6.1789, 2.5297)
C (-0.1013, -6.8001, 2.1130)
C (0.7303, -7.4853, 2.9513)
Sb (-2.0801, -4.6591, 1.3204)
C (-3.0740, -5.4033, -0.4662)
C (-3.9867, -4.5225, -1.0863)
C (-4.8751, -4.9323, -2.1020)
C (-4.7649, -6.2625, -2.5260)
C (-3.7744, -7.0632, -1.9699)
C (-2.8710, -6.6564, -0.9984)
C (-3.4733, -3.6541, 2.5282)
C (-4.8448, -3.5401, 2.2507)
C (-5.6597, -2.8816, 3.1567)
C (-5.0863, -2.2156, 4.2301)
C (-3.6883, -2.1552, 4.3978)
C (-2.9083, -2.8143, 3.4649)
H (0.8412, -8.1371, 5.0634)
H (-1.2793, -7.1811, 5.7893)
H (-2.5277, -5.7255, 4.1672)
H (0.1394, -6.8551, 1.0551)
H (1.5929, -7.9796, 2.5397)
H (-4.1007, -3.4485, -0.7881)
H (-5.5176, -4.2349, -2.5718)
H (-5.5684, -6.6667, -3.1363)
H (-3.7284, -8.1264, -2.2807)
H (-2.1278, -7.3426, -0.5268)
H (-5.3477, -4.1142, 1.5239)
H (-6.7222, -2.9099, 2.9704)
H (-5.6823, -1.7872, 5.0512)
H (-3.2740, -1.7347, 5.2773)
H (-1.8543, -2.9020, 3.5057)
C (-2.5690, 4.4107, 1.5100)
C (-1.4020, 3.6795, 1.0852)
N (-0.4382, 3.2449, 0.6842)
H (-2.2664, 5.3701, 1.9958)
H (-3.1619, 3.8016, 2.1428)
H (-3.2233, 4.5613, 0.6734)

Results
Net charge = +3
HOMO level (alpha / beta) = -14.2 / -14.2 eV
Spin multiplicity = 2
Gap between HOMO and LUMO (alpha / beta) = 5.72 / 4.93 eV

(3)
Molecular formula: C4H3NO2S
Method: DFT, the ωB97M-V functional and the def2-TZVPD basis

Positions of all 11 atoms, in Å:
O (1.2371, -1.2093, -0.9256)
C (0.3709, -0.9594, -0.1223)
C (-0.2776, -1.9175, 0.8337)
N (-1.1793, -1.4969, 1.6025)
S (-1.4677, 0.1594, 1.4350)
C (-0.2527, 0.3607, 0.1781)
C (0.0174, 1.5063, -0.4763)
O (0.9404, 1.5870, -1.4252)
H (0.0444, -2.9649, 0.8570)
H (-0.4996, 2.4354, -0.2291)
H (1.0667, 2.4992, -1.7279)

Results
HOMO level = -8.5 eV
Gap between HOMO and LUMO = 8.10 eV

Number 1: E -92621.91263 eV. Number 2: E -115746.92185 eV. Number 3: E -20615.35875 eV.